1.
# C9H7NS

The molecule C9H7NS in a non-equilibrium geometry (the ωB97M-V functional and the def2-TZVPD basis, OMol25).

Last column: Löwdin charge in e.
Geometry (Å):
C 3.25 -0.06 0.30  -0.025
C 2.58 -1.27 -0.02  -0.132
C 1.17 -1.33 -0.16  -0.099
C 0.34 -0.23 -0.17  -0.265
C -1.18 -0.01 -0.19  -0.578
C -1.80 1.14 -0.04  -0.136
C -3.25 0.93 0.04  -0.164
C -3.47 -0.42 0.10  -0.413
S -2.03 -1.44 -0.03  1.035
N 0.96 1.01 -0.25  0.052
C 2.27 1.08 -0.09  -0.128
H 4.34 -0.11 0.59  0.103
H 3.09 -2.36 0.03  0.144
H 0.92 -2.42 -0.48  0.127
H -1.21 2.06 0.24  0.134
H -3.86 1.84 0.09  0.106
H -4.64 -0.62 0.23  0.114
H 2.50 2.23 -0.20  0.127

The spin multiplicity is 1. The calculated total energy is -799.98298 Eh. The calculation puts the energy above the lowest of the compared OMol25 structures with the same formula, charge and spin at 290.4 kJ/mol. The lowest unoccupied orbital energy is 0.2516 eV. Its SMILES is c1ccc(-c2cccs2)nc1. The orbital gap comes out at 8.697 eV.

2.
# C39H34GeN3O8STc

A structure of composition C39H34GeN3O8STc (the ωB97M-V functional and the def2-TZVPD basis, OMol25).

Last column: Löwdin spin population.
Geometry (Å):
Tc -1.82 -1.58 0.10  1.743
O 0.54 -6.65 -2.28  -0.001
C -0.06 -5.56 -1.72  -0.003
C -0.25 -5.46 -0.34  0.002
C -0.85 -4.32 0.14  0.001
N -1.26 -3.36 -0.69  -0.004
C -1.05 -3.42 -2.00  -0.003
C -0.45 -4.53 -2.57  0.001
C -1.50 -2.17 -2.73  0.006
O -1.49 -2.15 -3.95  0.006
O -1.92 -1.24 -1.94  0.050
C -1.05 -3.96 1.61  0.008
O -0.81 -4.81 2.46  0.012
O -1.46 -2.76 1.80  0.055
H 0.80 -7.25 -1.57  0.000
H 0.07 -6.22 0.35  0.000
H -0.28 -4.56 -3.63  0.000
O -2.31 0.45 0.27  0.045
N -3.00 1.12 1.19  0.010
C -4.33 1.19 0.99  0.000
C -5.15 1.90 1.82  0.000
C -4.56 2.55 2.91  -0.001
C -3.21 2.46 3.11  0.001
C -2.35 1.72 2.25  0.001
S -0.70 1.58 2.50  0.000
H -4.67 0.61 0.14  0.000
H -6.21 1.91 1.64  0.000
H -5.17 3.13 3.60  0.000
H -2.73 2.95 3.94  0.000
O 1.49 -1.64 -1.64  0.012
C 1.32 -1.43 -0.44  0.006
O 0.22 -1.19 0.16  0.026
C 2.52 -1.37 0.51  0.000
C 2.61 -0.03 1.24  0.000
Ge 2.87 1.56 0.11  0.000
C 4.48 1.25 -0.97  0.000
C 4.40 0.29 -1.99  0.000
C 5.50 0.01 -2.79  0.000
C 6.70 0.69 -2.60  0.000
C 6.79 1.64 -1.60  0.000
C 5.69 1.91 -0.79  0.000
C 1.51 2.13 -1.17  0.000
C 0.21 1.65 -1.19  0.000
C -0.70 2.12 -2.13  0.000
C -0.32 3.08 -3.05  0.000
C 0.98 3.58 -3.03  0.000
C 1.89 3.10 -2.10  0.000
C 3.23 3.07 1.32  0.000
C 4.27 3.02 2.25  0.000
C 4.50 4.07 3.13  0.000
C 3.69 5.19 3.09  0.000
C 2.65 5.25 2.18  0.000
C 2.42 4.20 1.30  0.000
H 3.43 -1.59 -0.05  0.000
H 2.38 -2.16 1.26  0.000
H 3.50 -0.03 1.89  0.000
H 1.74 0.13 1.86  0.000
H 3.47 -0.25 -2.16  0.000
H 5.41 -0.73 -3.58  0.000
H 7.55 0.47 -3.23  0.000
H 7.72 2.18 -1.44  0.000
H 5.78 2.67 -0.02  0.000
H -0.12 0.92 -0.46  0.000
H -1.70 1.71 -2.13  0.000
H -1.03 3.44 -3.78  0.000
H 1.29 4.33 -3.75  0.000
H 2.91 3.49 -2.11  0.000
H 4.90 2.14 2.30  0.000
H 5.31 4.00 3.84  0.000
H 3.87 6.01 3.78  0.000
H 1.99 6.12 2.16  0.000
H 1.59 4.25 0.61  0.000
C -3.82 -1.40 2.83  0.004
C -4.53 -1.70 1.54  0.005
C -5.89 -1.85 1.38  0.005
C -6.10 -2.24 0.03  0.005
C -4.85 -2.31 -0.56  0.006
C -4.56 -2.71 -1.97  0.000
N -3.88 -1.98 0.36  -0.001
H -4.47 -0.81 3.48  0.000
H -2.89 -0.86 2.69  0.002
H -3.55 -2.32 3.36  0.000
H -6.64 -1.71 2.15  0.000
H -7.03 -2.45 -0.47  0.000
H -5.49 -3.04 -2.44  0.000
H -3.84 -3.53 -2.03  0.000
H -4.15 -1.89 -2.57  0.000

The spin multiplicity is 3. The calculated total energy is -4828.84329 Eh. The calculation puts the energy above the lowest of the compared OMol25 structures with the same formula, charge and spin at 0.0 kJ/mol. The lowest unoccupied orbital energy (alpha / beta) is 4.0646 / 4.0642 eV. The total charge is -2. The orbital gap (alpha / beta) comes out at 6.029 / 5.804 eV.

| no. | molar mass (g mol⁻¹) |
| --- | --- |
| 1 | 161.229 |
| 2 | 875.391 |